A structure of composition C42H40FGeN3O6W, computed with ωB97M-V/def2-TZVPD.

- Charge: +4
- LUMO: -11.618 eV
- E: -121979.99612 eV
- Energy above the lowest of the compared OMol25 structures with the same formula, charge and spin: 31.4 kcal/mol
- Frontier orbital gap: 5.97 eV

Last column: Mulliken charge in e.
Atoms and positions in Å:
W  -0.8490  -2.2403  0.4383  1.89
O  1.3083  -2.0150  0.0867  -0.36
C  2.3180  -2.0753  1.1663  3.49
C  1.4630  -2.2472  2.4138  -0.54
O  1.7267  -2.2737  3.5447  -0.35
O  0.0380  -2.4298  2.0434  -0.43
C  3.0934  -0.7709  1.2079  0.01
C  2.7629  0.2605  2.0862  -0.43
C  3.5189  1.4223  2.0980  -1.06
C  4.5860  1.5735  1.2221  -0.56
C  4.9061  0.5569  0.3334  -1.02
C  4.1723  -0.6189  0.3357  -0.08
C  3.2041  -3.2997  0.9606  -0.38
C  3.9775  -3.7437  2.0315  -0.70
C  4.8564  -4.8016  1.8551  -0.95
C  4.9833  -5.4070  0.6115  -0.60
C  4.2312  -4.9478  -0.4604  -1.26
C  3.3405  -3.8961  -0.2883  0.02
H  1.6559  -1.5420  -0.6890  0.33
H  1.9645  0.1556  2.8100  0.53
H  3.2924  2.1976  2.8179  0.50
H  5.1898  2.4703  1.2517  0.52
H  5.7517  0.6596  -0.3326  0.49
H  4.4739  -1.4329  -0.3117  0.41
H  3.9114  -3.2690  3.0016  0.51
H  5.4495  -5.1445  2.6914  0.48
H  5.6774  -6.2250  0.4762  0.47
H  4.3467  -5.3948  -1.4389  0.50
H  2.7979  -3.5347  -1.1560  0.67
C  -4.8220  4.3152  0.4139  -1.00
C  -4.3244  3.7478  -0.8988  -1.01
N  -3.2840  2.6848  -0.6909  0.14
C  -3.6782  1.4262  -0.7794  -0.21
C  -2.8159  0.3532  -0.5717  -0.29
C  -3.3790  -0.9903  -0.7862  0.38
O  -4.4505  -1.2492  -1.2129  -0.50
O  -2.4933  -1.9981  -0.4363  -0.24
C  -1.4901  0.6196  -0.2475  1.29
O  -0.6032  -0.3758  -0.0610  -1.11
C  -1.0417  1.9569  -0.1581  0.74
C  0.2999  2.3100  0.1172  -0.59
C  0.6695  3.6127  0.1354  0.47
F  1.9572  3.8999  0.3591  -0.31
C  -0.2312  4.7084  -0.1112  -1.09
C  -1.5560  4.3458  -0.3482  -0.54
C  -1.9617  3.0050  -0.3934  -0.46
N  0.1973  6.0111  -0.1221  0.17
C  -0.5471  7.0638  -0.8102  -0.68
C  -0.8691  8.2192  0.1276  -0.70
N  0.3591  8.5499  0.9677  -0.09
C  1.6133  7.9755  0.3729  -1.04
C  1.5289  6.4543  0.3334  -0.50
H  -5.5541  5.0943  0.2025  0.39
H  -4.0235  4.7525  1.0124  0.34
H  -5.3173  3.5506  1.0109  0.36
H  -3.8907  4.4871  -1.5691  0.48
H  -5.1222  3.2613  -1.4546  0.48
H  -4.7143  1.2440  -1.0344  0.55
H  1.0570  1.5571  0.2921  0.66
H  -2.3013  5.1082  -0.4848  0.50
H  -1.4753  6.6907  -1.2271  0.38
H  0.0383  7.4098  -1.6656  0.31
H  -1.6693  7.9875  0.8269  0.39
H  -1.1343  9.1155  -0.4300  0.41
H  0.2354  8.1917  1.9169  0.39
H  0.4546  9.5638  1.0642  0.38
H  2.4535  8.2892  0.9895  0.45
H  1.7255  8.4292  -0.6091  0.42
H  1.7204  6.0544  1.3287  0.51
H  2.3244  6.1109  -0.3298  0.37
Ge  -0.1579  -4.4066  -0.7169  1.06
C  -1.6728  -4.4663  0.7498  1.50
C  -2.3391  -3.7688  1.7081  -0.12
C  -3.3543  -4.2731  2.5147  -1.08
C  -3.6555  -5.6115  2.3167  -0.60
C  -2.9956  -6.3627  1.3481  -0.83
C  -2.0149  -5.8221  0.5284  -1.11
C  -0.6903  -4.8409  -2.4633  0.42
C  0.1127  -5.8317  -3.0641  -0.43
C  -0.2161  -6.3081  -4.3217  -0.72
C  -1.3244  -5.7953  -4.9827  -0.46
C  -2.1131  -4.8047  -4.3964  -0.77
C  -1.8007  -4.3239  -3.1418  0.00
H  1.0300  -5.1221  -0.1128  0.09
H  -2.0979  -2.6887  1.9529  0.37
H  -3.8552  -3.6715  3.2576  0.52
H  -4.4239  -6.0845  2.9145  0.47
H  -3.2647  -7.4020  1.2089  0.47
H  -1.5660  -6.4550  -0.2275  0.49
H  0.9780  -6.2438  -2.5562  0.36
H  0.3829  -7.0794  -4.7860  0.44
H  -1.5820  -6.1739  -5.9631  0.43
H  -2.9754  -4.4215  -4.9244  0.45
H  -2.4373  -3.5722  -2.6887  0.40

Forces on atoms 1 to 6 (eV/Å):
W -0.05 -0.58 0.56
O 0.08 0.10 -0.62
C 0.17 0.12 0.22
C -0.90 -0.21 -0.12
O 0.28 0.03 0.01
O 0.77 0.19 0.11

The ion C6H13N with charge +1 in a non-equilibrium geometry, computed with ωB97M-V/def2-TZVPD.

- Charge: +1
- LUMO (spin up / spin down): -4.505 / -6.659 eV
- Multiplicity: 2
- E: -7912.93021 eV
- Energy above the lowest of the compared OMol25 structures with the same formula, charge and spin: 52.6 kcal/mol
- ⟨S²⟩: 0.7577
- Frontier orbital gap (spin up / spin down): 9.36 / 8.84 eV

Last column: Mulliken charge in e.
Atoms and positions in Å:
C  -0.2696  -0.5395  -2.1715  -1.04
C  -0.8780  -0.6488  -0.8029  -0.07
C  0.2602  0.1109  -0.0268  0.13
C  1.3688  -0.5166  0.6221  -0.21
N  1.3991  -1.7652  1.3085  -0.31
C  -0.1073  1.5125  0.2506  -0.55
C  -1.4851  1.7304  0.8591  -1.22
H  0.7932  -1.0350  -2.2876  0.28
H  -0.1254  0.6830  -2.3417  0.24
H  -0.7832  -1.0251  -3.0894  0.35
H  -1.0918  -1.7152  -0.5416  0.38
H  -1.8866  -0.2340  -0.7142  0.26
H  2.2883  0.0887  0.5837  0.40
H  2.1308  -1.9333  1.9736  0.30
H  0.5348  -1.9308  1.5485  0.25
H  0.0520  2.1839  -0.6254  0.33
H  0.5566  1.9356  0.9649  0.43
H  -2.3394  1.7685  0.1105  0.31
H  -1.6882  0.9146  1.4922  0.41
H  -1.5690  2.7623  1.3831  0.34

Forces on atoms 1 to 6 (eV/Å):
C 1.94 1.65 -3.39
C 0.78 -1.40 1.00
C -2.71 -2.56 1.01
C 0.61 -1.17 0.89
N 4.11 5.49 -4.16
C 0.98 1.80 -0.78

The ion C3H6N3 with charge +1 in a non-equilibrium geometry, computed with ωB97M-V/def2-TZVPD.

- Charge: +1
- Structure (SMILES): N=C=[NH+][C@@H]1CN1
- LUMO: -3.827 eV
- E: -7668.81767 eV
- Energy above the lowest of the compared OMol25 structures with the same formula, charge and spin: 59.0 kcal/mol
- Frontier orbital gap: 11.22 eV

Last column: Mulliken charge in e.
Atoms and positions in Å:
N  2.7385  -0.4495  0.0099  -0.12
C  1.7632  0.1700  0.0737  0.33
N  0.7030  0.8059  0.0512  -0.18
C  -0.5526  0.2486  -0.5779  0.11
C  -1.6391  0.0708  0.4190  -0.53
N  -0.8220  -1.0907  -0.0642  -0.48
H  3.2029  -1.1395  0.5724  0.35
H  0.8216  1.7923  0.3466  0.33
H  -0.7994  0.6748  -1.6345  0.36
H  -1.5649  0.2408  1.4055  0.31
H  -2.6990  0.3569  0.2007  0.26
H  -1.1521  -1.6804  -0.8023  0.26

Forces on atoms 1 to 6 (eV/Å):
N 0.94 -0.52 -0.23
C 0.92 -1.35 0.11
N -1.52 2.39 -0.59
C -0.77 0.90 0.36
C -1.47 -0.81 -3.49
N 0.10 1.95 -0.33

A structure of composition C62H51IKN5O3S2, computed with ωB97M-V/def2-TZVPD.

- Charge: 0
- LUMO: 0.242 eV
- E: -124810.85974 eV
- Energy above the lowest of the compared OMol25 structures with the same formula, charge and spin: 0.0 kcal/mol
- Frontier orbital gap: 6.36 eV

Last column: Mulliken charge in e.
Atoms and positions in Å:
K  0.7290  0.1519  0.3479  1.84
N  1.9433  -4.4203  0.8491  0.17
C  1.4951  -3.1563  1.0427  -0.71
N  2.2268  -2.1015  1.0020  -0.16
C  3.5623  -2.2294  0.6437  0.08
N  4.2850  -1.2396  0.2506  -0.90
N  3.6148  -0.0243  0.2477  0.22
C  3.9240  0.7142  -0.7380  -0.70
C  3.2629  2.0129  -0.9703  0.88
C  3.3990  2.6058  -2.2212  -0.82
C  2.7103  3.7805  -2.4838  -0.31
C  1.9246  4.3222  -1.4858  -0.77
C  1.8614  3.6648  -0.2637  -0.19
N  2.5125  2.5408  0.0020  -0.16
C  4.1606  -3.5755  0.6490  0.73
C  5.5334  -3.7985  0.5364  -0.29
C  6.0327  -5.0836  0.4896  -0.80
C  5.1606  -6.1708  0.5485  -0.39
C  3.8008  -5.9732  0.6637  -0.88
C  3.3022  -4.6717  0.7186  0.10
H  1.2855  -5.1813  0.8703  0.23
H  0.4288  -3.0661  1.2330  0.75
H  4.6467  0.3702  -1.4804  0.35
H  4.0166  2.1360  -2.9755  0.38
H  2.7779  4.2510  -3.4559  0.43
H  1.3486  5.2235  -1.6434  0.40
H  1.2433  4.0603  0.5339  0.58
H  6.1852  -2.9380  0.4767  0.47
H  7.0980  -5.2493  0.4029  0.40
H  5.5508  -7.1795  0.5080  0.40
H  3.1199  -6.8143  0.7178  0.40
I  -1.5560  2.7260  1.3382  0.05
C  -2.4956  3.0281  -0.5285  0.08
C  -3.6448  3.7661  -0.5365  -0.25
C  -4.3116  3.9872  -1.7625  -1.01
C  -3.8004  3.4675  -2.9163  -0.60
C  -2.6033  2.7060  -2.9086  1.29
C  -2.0712  2.1888  -4.1141  -1.44
C  -0.9026  1.4819  -4.0839  -0.41
C  -0.2465  1.2416  -2.8535  -0.78
C  -0.7017  1.6734  -1.6173  -0.01
C  -1.9031  2.4507  -1.6883  -0.42
H  -4.0373  4.1865  0.3796  0.45
H  -5.2202  4.5769  -1.7760  0.37
H  -4.3002  3.6405  -3.8639  0.41
H  -2.5982  2.3754  -5.0438  0.33
H  -0.4816  1.0929  -5.0072  0.51
H  0.6705  0.6499  -2.9177  0.47
C  -6.4854  -1.3963  5.6155  -1.61
C  -5.4281  -1.3960  4.5465  1.03
C  -4.7797  -0.2216  4.1828  -0.97
C  -3.8151  -0.2170  3.1834  -0.04
C  -3.5109  -1.4020  2.5372  -0.20
C  -4.1292  -2.5929  2.8915  -0.61
C  -5.0835  -2.5801  3.8921  -0.89
S  -2.2587  -1.4398  1.2554  2.11
O  -1.7114  -2.8268  1.2554  -0.92
C  -3.3725  -1.2414  -0.1452  1.37
C  -3.9818  0.0340  -0.2152  -0.62
C  -4.7338  0.3743  -1.2920  -1.41
C  -4.9395  -0.5537  -2.3418  0.60
C  -5.7083  -0.2113  -3.4788  -0.68
C  -5.9049  -1.1124  -4.4861  -0.74
C  -5.3391  -2.4011  -4.3984  -0.78
C  -4.5768  -2.7531  -3.3195  -0.73
C  -4.3495  -1.8354  -2.2627  0.78
C  -3.5126  -2.1632  -1.1456  -1.25
C  -2.7500  -3.4456  -1.2072  0.24
C  -3.3200  -4.6637  -0.7304  0.85
C  -4.6115  -4.7067  -0.1549  -0.91
C  -5.1283  -5.8844  0.3079  -0.99
C  -4.3784  -7.0752  0.2175  -0.62
C  -3.1288  -7.0598  -0.3356  -1.05
C  -2.5681  -5.8557  -0.8220  0.69
C  -1.2663  -5.8220  -1.3952  -1.40
C  -0.7445  -4.6559  -1.8606  -1.12
C  -1.5064  -3.4679  -1.7745  0.68
S  -0.7680  -1.8952  -2.2125  1.57
O  0.5345  -1.8691  -1.4726  -0.69
C  -0.3611  -2.2423  -3.9172  0.12
C  0.9476  -2.5277  -4.2557  -0.49
C  1.2633  -2.7521  -5.5904  -0.97
C  0.2898  -2.6818  -6.5798  1.11
C  0.6319  -2.9112  -8.0264  -1.58
C  -1.0192  -2.3694  -6.2084  -0.81
C  -1.3498  -2.1392  -4.8857  -0.40
H  -6.4449  -0.4850  6.2105  0.38
H  -6.3688  -2.2482  6.2858  0.38
H  -7.4811  -1.4616  5.1723  0.30
H  -5.0225  0.7030  4.6928  0.37
H  -3.3022  0.7004  2.9161  0.22
H  -3.8438  -3.5124  2.3949  0.52
H  -5.5688  -3.5062  4.1785  0.41
H  -3.8064  0.7554  0.5725  0.14
H  -5.1530  1.3697  -1.3722  0.51
H  -6.1327  0.7838  -3.5338  0.44
H  -6.4940  -0.8412  -5.3525  0.39
H  -5.5047  -3.1154  -5.1949  0.44
H  -4.1368  -3.7408  -3.2703  0.52
H  -5.1859  -3.7907  -0.0868  0.63
H  -6.1187  -5.9066  0.7439  0.45
H  -4.7978  -8.0024  0.5861  0.42
H  -2.5487  -7.9718  -0.4100  0.46
H  -0.7031  -6.7456  -1.4657  0.44
H  0.2481  -4.6163  -2.2931  0.55
H  1.7025  -2.5544  -3.4792  0.44
H  2.2869  -2.9788  -5.8650  0.29
H  1.6679  -3.2270  -8.1415  0.36
H  0.4909  -1.9999  -8.6102  0.31
H  -0.0081  -3.6798  -8.4624  0.36
H  -1.7858  -2.2914  -6.9709  0.45
H  -2.3629  -1.8709  -4.6091  0.39
C  0.8280  2.4113  4.3766  -0.61
C  -0.3788  1.5964  4.8942  -0.42
C  -0.1466  0.2099  4.2944  -0.16
O  0.5761  0.4490  3.0977  -0.29
C  1.5486  1.4388  3.4313  -0.05
H  1.4839  2.7335  5.1846  0.34
H  0.4961  3.3027  3.8450  0.20
H  -1.3144  2.0151  4.5208  0.10
H  -0.4364  1.5679  5.9818  0.40
H  -1.0611  -0.3254  4.0406  -0.07
H  0.4523  -0.4171  4.9680  0.28
H  1.9076  1.8878  2.5052  -0.03
H  2.3946  0.9553  3.9334  0.31

Forces on atoms 1 to 6 (eV/Å):
K 0.09 0.17 0.12
N -0.03 0.03 0.00
C 0.01 -0.06 0.02
N 0.01 -0.02 -0.03
C 0.04 0.00 -0.02
N -0.04 0.02 0.05

Question: Which of these has the lowest E?
Answer: C62H51IKN5O3S2

Question: Among the records above, which one has the highest energy above the lowest of the compared OMol25 structures with the same formula, charge and spin?
Answer: C3H6N3

Question: Which value of E does entry 4 give?
Answer: -124810.85974 eV